{"formula": "C33H59NO18PS", "method": "ωB97M-V/def2-TZVPD", "mol_weight_da": 820.9, "charge": -1, "e_tot_ha": -3441.5951, "homo_lumo_gap_ev": 6.29, "species": ["C", "H", "H", "H", "O", "H", "C", "H", "O", "H", "C", "C", "H", "O", "H", "O", "H", "H", "O", "C", "H", "H", "O", "O", "H", "H", "O", "C", "C", "O", "H", "H", "H", "H", "C", "H", "H", "H", "C", "H", "H", "C", "H", "H", "C", "C", "C", "C", "O", "O", "H", "C", "C", "H", "H", "H", "C", "H", "H", "N", "O", "H", "P", "H", "O", "C", "C", "H", "O", "C", "O", "H", "H", "H", "H", "H", "H", "H", "C", "O", "C", "S", "C", "H", "H", "H", "C", "C", "H", "H", "C", "H", "H", "H", "H", "C", "C", "H", "H", "H", "O", "C", "C", "H", "H", "C", "H", "C", "H", "H", "O", "C", "H"], "positions_angstrom": [[1.33476, -7.16649, -2.34940], [4.51065, -4.70831, 0.38212], [4.80271, 1.93491, 4.71478], [-8.97790, 8.87323, -5.56007], [-7.57639, 0.55207, -6.88361], [-8.33581, 2.38049, -3.74239], [-7.18614, 8.17531, -6.52974], [-10.14042, 5.01825, -8.81654], [3.33505, -5.49439, -1.74566], [-1.99611, -5.39089, 0.56533], [1.09512, 0.21744, 4.52595], [5.79600, 6.46610, 6.52788], [8.85481, -3.54517, 4.54610], [2.19020, 4.65884, 7.54789], [0.34690, 3.85392, 7.15458], [-0.15450, 0.08699, 4.48039], [-5.89958, 1.82445, -3.82190], [1.02455, -6.13635, -2.52379], [-4.05986, -5.61336, -1.26531], [-7.44056, -0.09627, -5.87824], [5.96314, 6.08327, 8.62984], [5.39844, 5.99930, 5.62745], [-7.79836, -1.37506, -5.72467], [-8.25035, 7.03518, -8.71078], [8.32166, 1.08527, 4.20240], [6.96442, 2.72014, 5.69859], [4.11171, -0.21653, 4.59940], [-8.35973, 9.12668, -6.42275], [5.52946, 5.60938, 7.74906], [4.13106, 5.48803, 8.01568], [9.23092, -1.16918, 4.57169], [2.78287, -1.65143, 5.24304], [-5.28680, -3.06342, -4.00154], [1.38636, -3.21657, 0.98397], [-4.06865, -4.83302, -3.82870], [1.26868, 4.30827, 5.71408], [-0.84331, -6.69040, 0.21697], [-8.56350, 4.66840, -9.58506], [8.15340, -1.03158, 4.56544], [1.15587, -2.45225, 3.33526], [-8.34899, 2.57335, -5.48658], [-1.82926, -6.29580, -0.01723], [3.01750, -7.12968, -3.70578], [6.05682, 3.92379, 4.70212], [-6.52833, 1.71155, -4.70335], [-4.43223, -3.41959, -3.42489], [7.65456, 0.24253, 4.35607], [-3.03139, -5.63202, -1.88843], [2.07203, -7.26584, -1.12359], [-8.50412, 5.11436, -7.54854], [-8.01051, 10.15425, -6.31972], [3.47094, 4.64192, 7.20351], [3.04663, -6.36330, -0.96777], [0.88628, -1.03229, 0.40742], [-4.68655, -3.36391, -2.36722], [-7.85243, -1.80623, -7.76407], [6.64761, 3.00365, 4.69207], [7.50331, 3.13805, 4.02031], [6.31473, 2.13205, 2.05413], [1.20691, -1.59103, 2.80295], [3.96638, 4.00156, 6.31625], [2.38913, 0.15064, 2.84577], [1.69707, -1.85591, 1.21601], [-9.29950, 3.49410, -8.48347], [-1.83665, -5.98772, -1.41424], [5.39720, 2.09218, 2.65393], [5.73485, 1.88438, 4.14215], [-2.57847, -7.04717, 0.22402], [-7.61359, 6.80659, -6.55159], [7.85953, -3.44735, 4.99052], [-6.93412, 0.33392, -4.72594], [2.44443, -8.74208, -3.31257], [5.26847, -2.66823, 4.94270], [-5.91241, 1.93966, -5.57353], [3.57845, -2.02126, 3.63400], [-6.56993, 8.39348, -7.40235], [-8.99613, 9.06751, -7.30502], [-8.57533, -2.99700, -6.67114], [-8.45093, -1.93462, -6.86430], [1.69253, 1.00120, 5.29166], [6.31098, 0.48912, 4.36113], [3.57633, -1.58386, 0.76851], [-7.71685, 2.64295, -4.60212], [-4.89068, -5.52649, -3.64721], [4.76606, 1.26459, 2.31859], [6.86788, 6.61768, 6.39185], [7.28390, -2.07165, 4.75987], [2.12101, -7.72024, -3.51985], [-3.84898, -4.86376, -4.89512], [-7.38663, 3.67656, -4.49968], [4.77460, -5.76155, 0.46332], [1.51292, -7.71616, -4.42497], [5.30947, 7.43796, 6.63109], [-3.58850, -2.74712, -3.58728], [-9.43308, -1.48094, -6.99295], [1.99977, -0.59284, 3.54858], [3.18119, -1.25115, 4.30070], [-6.55183, 8.27635, -5.65056], [1.68838, 2.83181, 6.62729], [5.98468, 4.62261, 7.65211], [-2.87929, -5.28480, -3.16707], [-8.12909, 6.38393, -7.70619], [5.41868, -0.56143, 4.57151], [5.09669, -5.96362, 1.48147], [5.59028, -6.00318, -0.21754], [-9.16376, 4.55355, -8.68494], [0.43036, -7.75631, -2.20725], [1.33562, 3.85780, 6.70301], [7.99117, -3.64570, 6.06238], [4.86273, 3.04144, 2.53513], [3.64745, -6.60515, 0.19664], [5.92957, -1.82243, 4.77021], [7.24374, -4.25293, 4.57735]], "forces_ev_per_a": [[-0.2, 0.0, -0.5], [0.0, 0.0, -0.1], [0.1, 0.0, -0.2], [0.1, 0.1, 0.1], [0.0, 0.0, -0.1], [0.1, 0.0, 0.1], [0.1, 0.5, 0.1], [0.1, 0.1, -0.1], [0.0, 0.0, 0.0], [-0.1, 0.0, 0.0], [-1.6, 0.8, 0.8], [-0.2, 0.0, -0.2], [-0.1, 0.1, 0.0], [0.0, 0.1, 0.1], [0.1, 0.2, 0.2], [0.7, -0.7, -0.6], [0.0, -0.3, 0.0], [0.1, 0.0, 0.1], [0.0, -0.1, 0.0], [-0.1, 0.1, 0.2], [-0.2, 0.0, 0.1], [0.1, -0.1, 0.0], [0.1, 0.0, 0.0], [0.0, 0.0, -0.1], [0.1, -0.2, 0.0], [0.1, 0.3, -0.1], [0.3, -1.0, -0.5], [-0.3, -0.1, -0.1], [0.4, 0.1, -0.1], [0.0, 0.0, 0.2], [-0.1, -0.2, 0.0], [0.2, -0.2, -0.1], [0.0, 0.0, 0.0], [-0.6, 0.4, 0.0], [-0.4, 0.3, -0.2], [0.1, -0.1, 0.0], [0.0, 0.1, -0.2], [0.0, 0.1, 0.0], [0.7, 0.6, -0.2], [-0.4, 0.0, -0.1], [0.1, 0.1, -0.1], [0.2, -0.1, 0.3], [-0.1, 0.1, 0.0], [0.2, 0.0, 0.2], [0.1, 0.5, 0.1], [0.1, 0.1, 0.3], [0.4, 0.3, 0.1], [0.1, 0.2, 0.0], [-0.1, 0.0, 0.1], [0.0, 0.0, 0.0], [0.0, 0.0, 0.0], [-0.3, 0.0, 0.0], [0.0, -0.1, 0.0], [-0.2, -0.4, 0.2], [-0.1, -0.1, 0.0], [0.0, 0.1, 0.0], [-0.5, -0.6, -0.7], [0.1, 0.1, 0.3], [-0.1, -0.1, 0.0], [0.8, -0.4, -0.6], [0.1, 0.0, 0.0], [0.1, -0.2, 0.0], [0.9, 0.0, 0.5], [0.1, 0.0, 0.2], [0.0, -0.1, 0.0], [0.0, 0.1, 0.5], [0.2, 0.1, 0.2], [-0.1, 0.1, 0.0], [0.1, -0.1, 0.0], [0.0, -0.3, 0.2], [0.1, -0.2, 0.0], [-0.1, 0.0, 0.0], [-0.1, 0.1, 0.0], [-0.1, -0.1, -0.1], [0.4, 0.1, 0.3], [-0.1, -0.1, -0.1], [0.1, 0.0, -0.1], [0.1, 0.0, 0.2], [-0.1, -0.2, -0.1], [0.8, -0.2, -0.1], [-0.7, 1.2, -0.1], [0.0, 0.0, -0.2], [-0.3, -0.1, -0.1], [0.1, 0.0, 0.2], [0.0, 0.2, -0.2], [0.0, 0.0, 0.0], [0.8, -0.7, 0.0], [0.3, 0.0, 0.0], [0.2, -0.1, 0.1], [0.0, 0.0, 0.0], [0.2, 0.2, 0.1], [0.0, 0.0, 0.0], [0.1, 0.0, 0.1], [0.0, 0.0, -0.1], [0.1, 0.1, -0.1], [-0.6, 0.5, 0.5], [-1.1, 0.8, -0.2], [0.0, -0.3, 0.0], [0.1, 0.0, -0.2], [-0.1, 0.0, -0.1], [0.1, -0.2, -0.1], [-0.1, 0.0, 0.2], [0.2, 0.5, 0.0], [-0.2, -0.2, 0.0], [-0.1, 0.1, -0.1], [-0.1, -0.3, -0.1], [0.1, 0.0, 0.2], [-0.2, -0.3, -0.1], [-0.1, 0.0, -0.1], [0.0, -0.2, -0.1], [0.0, 0.0, 0.0], [-0.9, -1.1, 0.2], [-0.1, 0.2, 0.1]], "lowdin_charge": [-0.22, 0.07, 0.13, 0.08, 0.12, 0.08, -0.21, 0.10, 0.13, 0.10, -0.70, -0.07, 0.07, 0.00, 0.09, -0.07, 0.12, 0.12, 0.13, -0.61, 0.12, 0.06, 0.00, 0.12, 0.11, 0.08, -0.03, -0.07, -0.22, 0.03, 0.10, 0.14, 0.07, -0.04, -0.21, 0.10, 0.09, 0.10, -0.07, 0.09, 0.07, -0.03, 0.07, 0.05, -0.20, -0.06, -0.04, -0.61, 0.03, 0.00, 0.08, -0.60, -0.61, -0.03, 0.08, 0.09, -0.07, 0.07, 0.08, -0.22, 0.13, 0.12, 0.32, 0.09, -0.01, -0.04, -0.35, 0.10, 0.03, -0.06, 0.04, 0.08, 0.12, 0.12, 0.08, 0.12, 0.07, 0.09, -0.04, -0.04, -0.13, 0.10, -0.06, 0.12, 0.06, 0.08, -0.29, -0.07, 0.12, 0.08, -0.03, 0.08, 0.08, 0.08, 0.10, -0.31, -0.16, 0.12, 0.07, 0.12, 0.04, -0.61, -0.22, 0.09, 0.10, -0.04, 0.12, -0.02, 0.08, 0.08, 0.00, 0.02, 0.07]}